Here is a molecular structure, C30H34As2F6KN5O4S5SeTe in a non-equilibrium geometry from the Open Molecules 2025 dataset. Energies are from ωB97M-V with the def2-TZVPD basis set.

Energy above the lowest of the compared OMol25 structures with the same formula, charge and spin, kcal per mole: 256.3
Max |F|, eV Å⁻¹: 12.83

```
! wB97M-V def2-TZVPD RIJCOSX def2/J DEFGRID3
* xyz -2 1
K -1.91 2.28 0.13
F -7.53 2.64 2.30
C -6.47 1.97 1.77
F -5.50 1.87 2.73
F -6.81 0.73 1.62
S -5.94 2.85 0.25
O -7.14 2.82 -0.60
O -5.45 4.08 0.82
N -4.76 2.02 -0.22
S -4.90 0.69 -1.23
O -4.72 1.32 -2.64
O -3.63 -0.02 -0.97
C 6.46 -8.64 4.20
F 4.98 -7.98 4.95
F 7.11 -8.50 5.41
F 5.64 -9.74 4.27
Se 4.06 6.40 -4.24
N 4.42 4.92 -3.07
C 3.39 4.78 -2.29
C 3.19 3.64 -1.40
C 4.10 2.54 -1.22
C 3.79 1.41 -0.53
C 2.61 1.42 0.20
N 1.75 2.33 0.32
C 1.82 3.48 -0.68
C 0.86 4.46 -0.87
N -0.45 4.38 -0.38
C -1.32 5.41 -0.37
C -1.26 6.52 -1.27
C 0.05 6.52 -1.91
C 1.02 5.69 -1.63
C 2.33 5.73 -2.40
N 2.38 6.66 -3.34
H 4.82 2.87 -1.95
H 4.32 0.50 -0.85
H 2.41 0.51 0.80
H -2.22 5.30 0.21
H -2.20 7.13 -1.46
H -0.03 7.05 -3.00
C -1.92 -2.88 3.72
C -1.37 -1.74 4.48
S 0.39 -1.54 4.37
C 0.63 -0.28 3.04
C -0.56 0.55 2.53
S -1.54 -0.44 1.44
C -3.26 -0.36 1.91
C -3.95 -1.73 1.95
S -3.76 -2.63 3.45
H -1.89 -3.72 4.41
H -1.43 -3.04 2.77
H -1.73 -1.88 5.54
H -1.74 -0.69 3.92
H 0.85 -1.00 2.19
H 1.54 0.17 3.31
H -0.07 1.45 2.12
H -1.35 1.01 3.66
H -3.77 0.33 1.20
H -3.31 0.01 3.03
H -3.74 -2.29 1.06
H -4.99 -1.53 1.95
C 3.08 -4.23 1.00
As 1.92 -2.81 0.32
C 0.21 -3.79 0.42
C 2.17 -2.93 -1.64
C 3.08 -3.81 -2.21
C 3.46 -3.72 -3.52
C 2.94 -2.69 -4.34
C 2.10 -1.78 -3.76
C 1.64 -1.94 -2.41
As 0.27 -0.80 -1.79
C -1.29 -1.32 -2.78
C 0.79 0.90 -2.58
H 3.23 -5.22 0.51
H 2.72 -4.52 2.00
H 4.15 -3.90 1.46
H 0.35 -4.77 -0.16
H -0.85 -3.50 0.29
H -0.05 -4.24 1.35
H 3.56 -4.57 -1.59
H 4.27 -4.47 -4.01
H 3.27 -2.52 -5.35
H 1.73 -0.97 -4.36
H -1.35 -1.32 -4.23
H -1.97 -0.58 -2.50
H -1.65 -2.32 -2.47
H 0.12 1.31 -3.02
H 1.99 0.60 -2.95
H 0.82 1.69 -1.83
Te -2.99 2.40 -3.36
*
```